#one
The following is a quantum chemistry calculation of a cluster of 2 separate species, C5H11NO in total, from the Open Molecules 2025 dataset.

Values from the calculation:
E_HOMO (spin up / spin down), eV: 1.3 / -4.7
Total charge: -1
Spin multiplicity: 2

Structure (XYZ):
```
18
C5H11NO wB97M-V/def2-TZVPD
C -0.39 -1.94 0.76
N 1.33 -0.47 -1.07
C 0.00 -0.06 -0.83
C -0.78 -0.69 0.00
C -0.60 2.38 -1.29
C -0.36 1.12 -1.68
H -0.07 -2.75 0.11
H -1.21 -2.18 1.29
H 0.40 -1.75 1.54
H 1.69 -1.29 -0.41
H 1.64 -0.42 -1.99
H -1.80 -0.21 0.13
H -0.54 2.68 -0.24
H -0.55 3.15 -2.10
H -0.49 0.82 -2.71
H 0.59 0.79 2.06
H 0.81 0.41 3.61
O 0.34 0.40 2.81
```

#two
The following is a quantum chemistry calculation of a cluster of 2 separate species, C5H11NO in total, from the Open Molecules 2025 dataset.

Values from the calculation:
E_HOMO (spin up / spin down), eV: 1.0 / -2.5
Total charge: -1
Spin multiplicity: 2

Structure (XYZ):
```
18
C5H11NO wB97M-V/def2-TZVPD
C -1.72 0.96 -2.34
N -2.10 0.17 -1.20
C -1.27 -0.95 -0.77
C -0.04 -0.67 -0.22
C 0.90 -1.66 0.22
C 2.22 -1.53 -0.13
H -1.88 2.02 -2.05
H -0.65 0.84 -2.46
H -2.26 0.84 -3.30
H -3.07 0.18 -0.92
H -1.75 -1.91 -0.80
H 0.20 0.39 -0.12
H 0.50 -2.57 0.67
H 2.93 -2.33 0.08
H 2.53 -0.62 -0.64
H 2.01 1.89 5.26
H 1.86 2.91 4.28
O 1.59 2.02 4.43
```

Which structure above is the least stable? It is #one.